(1)
The following is a DFT calculation (the ωB97M-V functional and the def2-TZVPD basis) of a molecular structure, C30H55N4OP2SZn.

Atoms and positions in Å:
C 2.32071 -1.23421 -0.88844
C 1.46169 0.69867 -1.88328
C 3.31488 -1.30199 -1.85267
C 2.33957 0.57602 -2.97391
C 3.31036 -0.39261 -2.90348
H 4.08757 -2.05770 -1.73289
H 2.23627 1.32717 -3.74978
H 4.05359 -0.44754 -3.67606
N 1.44677 -0.22463 -0.85933
P 0.52515 -2.50982 0.81985
P 0.08746 2.35131 -0.08441
C 2.22291 -2.38604 0.11664
H 2.51576 -3.36353 -0.31112
H 2.92886 -2.22557 0.94432
C -0.99850 -0.09295 2.39394
O -2.04075 -0.61621 2.76210
C 0.93121 2.00212 -1.57943
H 0.48474 2.46080 -2.47570
C -1.61901 3.36737 -0.15537
C 1.59617 3.53260 0.22972
C -0.40871 -3.65095 -0.38136
C 0.82110 -3.31018 2.50750
C -2.73553 2.49241 0.45232
H -2.53275 2.26626 1.51161
H -3.67387 3.07468 0.40302
H -2.86409 1.55256 -0.10539
C -1.52434 4.66323 0.65336
H -1.28305 4.44719 1.70539
H -0.79676 5.37211 0.22668
H -2.51969 5.14272 0.63033
C -1.92837 3.66587 -1.61524
H -2.87456 4.23046 -1.66003
H -1.14175 4.24977 -2.12278
H -2.11540 2.74100 -2.17396
C 1.52173 4.13135 1.62402
H 1.23997 3.36943 2.36143
H 2.52326 4.50573 1.88640
H 0.81151 4.96073 1.68275
C 2.88716 2.68603 0.15195
H 2.82580 1.79409 0.79279
H 3.09646 2.34559 -0.86601
H 3.76453 3.28724 0.43889
C 1.58856 4.60970 -0.87960
H 1.14996 4.25969 -1.82430
H 1.03163 5.51716 -0.59738
H 2.62970 4.87794 -1.12721
C -0.55447 -3.64870 3.10969
H -0.40479 -4.03041 4.13159
H -1.21353 -2.77363 3.16118
H -1.07667 -4.42559 2.53491
C 1.52872 -2.25216 3.37388
H 2.53878 -2.03223 2.99903
H 0.95456 -1.31389 3.40427
H 1.62850 -2.64099 4.40107
C 1.69290 -4.57315 2.43340
H 2.60963 -4.41600 1.84906
H 1.99446 -4.83670 3.45933
H 1.15246 -5.43362 2.02086
C -0.03080 -3.26419 -1.81587
H 1.02073 -3.49288 -2.04395
H -0.66483 -3.84069 -2.50784
H -0.22797 -2.20040 -2.00425
C -1.90900 -3.40032 -0.17379
H -2.20003 -2.39646 -0.50463
H -2.47245 -4.13108 -0.77606
H -2.22960 -3.51221 0.87200
C -0.08838 -5.13192 -0.16245
H 0.99016 -5.33539 -0.21722
H -0.50135 -5.51863 0.77888
H -0.57357 -5.69773 -0.97362
Zn -0.12441 -0.25746 0.50396
N -1.63530 -0.26585 -1.03793
C -1.87130 -0.02365 -2.17249
C -2.09586 0.30564 -3.60391
C -1.32913 1.46188 -4.31829
C -1.57192 -0.99590 -4.22608
C -3.60480 0.58223 -3.59581
H -1.53768 2.48045 -3.95255
H -0.24251 1.27994 -4.37554
H -1.69120 1.43282 -5.35835
H -1.89770 -1.90705 -3.68599
H -1.85686 -1.08413 -5.27236
H -0.46659 -0.95157 -4.20769
H -3.92358 1.19158 -4.43912
H -4.16228 -0.35991 -3.61195
H -3.94042 1.13947 -2.69726
N 0.94089 0.86808 5.73344
C -0.10487 0.55738 4.98107
N -1.08618 -0.22235 5.44735
S -0.16247 1.24716 3.36123
H 1.03556 0.54675 6.69242
H 1.62451 1.54381 5.39097
H -1.90887 -0.43153 4.88555
H -1.04844 -0.58390 6.39399

Summary:
LUMO energy: -2.344 eV
net charge: +1
gap between HOMO and LUMO: 5.8 eV

---

(2)
The following is a DFT calculation (the ωB97M-V functional and the def2-TZVPD basis) of 7 unconnected molecules or ions with the total composition C30H56BClF3O11P.

Atoms and positions in Å:
C -2.48827 -1.87472 -2.04458
C -1.08971 -1.13731 -1.96519
B -0.90474 -0.61548 -0.47699
O -1.13588 0.70230 -0.19758
C -0.40977 -1.66180 0.67760
P -0.12683 -3.43689 0.13299
O -1.61046 -4.18713 -0.07576
Cl 0.71266 -4.54387 1.71760
O -1.46128 -1.62052 1.70397
C -1.00899 -0.80037 2.71274
O -1.51129 -0.72210 3.73715
O 0.14601 -0.16733 2.27480
C 0.78226 -1.24044 1.54896
C 2.13960 -0.94008 0.89568
F 3.05120 -1.72207 1.44781
F 2.49311 0.31392 1.07527
F 2.17459 -1.18575 -0.39977
H -2.35234 -2.94237 -2.22353
H -3.06993 -1.39409 -2.83418
H -3.01440 -1.76775 -1.08428
H -0.27202 -1.80364 -2.27517
H -1.04928 -0.25831 -2.62118
H -0.40670 1.26943 -0.49479
H -1.46980 -5.11256 0.19225
H 1.05513 -1.90754 2.38240
C -3.22018 4.71237 -0.36232
C -3.99067 4.25624 -1.59013
C -2.89529 3.61468 -2.42480
O -1.93001 3.08186 -1.50840
C -2.21061 3.58966 -0.19551
H -3.84342 4.85761 0.51937
H -2.70411 5.65282 -0.57452
H -4.73281 3.50568 -1.30591
H -4.50511 5.06283 -2.11153
H -2.39089 4.35662 -3.05453
H -3.26903 2.81252 -3.06368
H -2.62373 2.77066 0.40044
H -1.28206 3.92542 0.27171
C 4.32189 1.51444 3.70953
C 5.31336 0.37154 3.55330
C 6.57738 1.11065 3.14369
O 6.51642 2.40121 3.76028
C 5.20088 2.61398 4.28348
H 3.47109 1.27491 4.34691
H 3.94110 1.81220 2.72973
H 5.46413 -0.12393 4.51611
H 5.00684 -0.38144 2.82801
H 6.61941 1.25471 2.05853
H 7.48689 0.59831 3.46087
H 5.25576 2.54852 5.37566
H 4.85771 3.61355 4.01303
C 2.68058 2.81580 -4.06838
C 1.99775 3.81672 -3.14592
C 0.88889 2.97737 -2.54027
O 1.37493 1.62593 -2.49051
C 2.57604 1.52753 -3.26499
H 3.70824 3.07753 -4.31874
H 2.11514 2.72331 -4.99946
H 2.69476 4.13717 -2.36641
H 1.62573 4.70486 -3.65523
H -0.00722 2.98942 -3.16426
H 0.61405 3.30111 -1.53671
H 3.41847 1.42186 -2.57269
H 2.53197 0.63824 -3.89552
C 1.05199 -10.02194 0.79037
C 0.66843 -9.95163 2.26095
C 0.22895 -8.50303 2.39953
O -0.30977 -8.11438 1.13081
C 0.01460 -9.11103 0.15446
H 1.03930 -11.03098 0.37993
H 2.05324 -9.60756 0.64696
H -0.17426 -10.61942 2.45748
H 1.47778 -10.21660 2.94026
H 1.07915 -7.84894 2.62163
H -0.52690 -8.36406 3.17375
H -0.90175 -9.66067 -0.08609
H 0.37764 -8.62741 -0.75358
C 1.03799 9.23609 -3.11450
C 0.77144 9.04455 -4.59954
C 0.64852 7.53296 -4.70111
O 0.12062 7.07697 -3.44956
C 0.17178 8.14880 -2.50017
H 0.79233 10.23212 -2.74808
H 2.09184 9.04296 -2.89791
H -0.17616 9.51667 -4.87126
H 1.55072 9.45162 -5.24276
H 1.62801 7.06388 -4.84754
H -0.01159 7.21748 -5.51039
H -0.85139 8.50327 -2.33445
H 0.56827 7.77826 -1.55375
C -3.66867 -3.96162 2.44496
C -4.67451 -3.56196 3.51268
C -5.95014 -4.20829 2.99354
O -5.55414 -5.38409 2.27869
C -4.13588 -5.36172 2.08382
H -2.63443 -3.93426 2.78592
H -3.75924 -3.30158 1.57964
H -4.39351 -4.00323 4.47270
H -4.76777 -2.48505 3.64848
H -6.47430 -3.54720 2.29464
H -6.63942 -4.48368 3.79340
H -3.69194 -6.11236 2.74783
H -3.90398 -5.63095 1.05180

Summary:
LUMO energy: 0.499 eV
gap between HOMO and LUMO: 9.4 eV
SMILES string: CCB(O)[C@]1(P(O)Cl)OC(=O)O[C@@H]1C(F)(F)F.C1CCOC1.C1CCOC1.C1CCOC1.C1CCOC1.C1CCOC1.C1CCOC1

---

(3)
The following is a DFT calculation (the ωB97M-V functional and the def2-TZVPD basis) of 3 unconnected molecules or ions with the total composition C30H56N3O5.

Atoms and positions in Å:
C -0.89304 0.08778 -1.90070
C 0.18816 -0.48780 -2.98211
O -0.02143 -1.91687 -3.02110
C 1.05532 -2.61250 -3.68655
C 0.61476 -4.16385 -3.83312
O 0.44356 -4.69173 -2.49100
C -0.98651 -4.87231 -2.21040
C -1.03773 -5.31767 -0.64613
O -0.37703 -4.25457 0.08052
C -0.44064 -4.43676 1.50533
C 0.99502 -3.93125 2.06833
C 1.85512 -3.04002 1.12281
C 3.24786 -2.59491 1.63903
N 3.70372 -3.00566 2.96320
C 2.92987 -3.80883 3.87105
C 1.51005 -4.33821 3.47468
H -1.56525 -0.77489 -1.52960
H -0.37611 0.50657 -0.95873
H -1.53043 0.92232 -2.36464
H 1.21840 -0.16348 -2.60439
H -0.05472 0.02425 -3.99179
H 1.24847 -2.19154 -4.74021
H 2.00637 -2.61581 -3.04086
H 1.44823 -4.75359 -4.37900
H -0.37267 -4.27460 -4.42161
H -1.50842 -3.84430 -2.23895
H -1.47640 -5.65610 -2.88051
H -0.53108 -6.34267 -0.56768
H -2.12362 -5.44137 -0.28152
H -1.30042 -3.80234 1.95572
H -0.59687 -5.53496 1.83257
H 1.55138 -2.68763 0.08409
H 3.88155 -1.93036 0.95670
H 4.64466 -2.69994 3.26733
H 3.35615 -4.05562 4.90553
H 0.89555 -4.97984 4.18876
C -6.03147 -1.26433 2.08411
C -4.54102 -1.32066 1.64684
C -3.62844 -1.63254 2.85763
C -3.43430 -0.44979 3.79453
C -2.92465 0.75854 3.01854
C -3.83111 1.12758 1.82565
N -4.16227 -0.04969 0.95378
O -3.06021 -0.31317 0.19679
C -5.12339 1.78109 2.37489
C -3.15859 2.27784 1.02990
C -4.49310 -2.56332 0.71476
H -6.18527 -1.74660 3.05365
H -6.44336 -0.26220 2.15438
H -6.68232 -1.76875 1.36236
H -2.64083 -1.95371 2.50356
H -4.03049 -2.47911 3.42565
H -4.36957 -0.21880 4.31306
H -2.71009 -0.71541 4.57205
H -2.83720 1.60993 3.70270
H -1.90689 0.54737 2.66718
H -5.86337 1.92028 1.58124
H -4.91580 2.77031 2.79462
H -5.58135 1.21650 3.18798
H -2.15535 2.01870 0.68012
H -3.04206 3.16813 1.65520
H -3.76225 2.56288 0.16289
H -5.07508 -2.39904 -0.19671
H -4.91394 -3.43804 1.22271
H -3.47391 -2.83470 0.42254
C 5.00940 3.09214 -0.18381
C 4.73851 3.97035 -1.43751
C 4.49879 5.44436 -1.02997
C 3.13004 5.69016 -0.41248
C 2.03352 5.19235 -1.34648
C 2.21472 3.71255 -1.74405
N 3.60197 3.39976 -2.22636
O 3.70544 3.88365 -3.49689
C 1.84788 2.82885 -0.52603
C 1.13100 3.34499 -2.79188
C 6.09307 3.92778 -2.19775
H 5.28460 3.70069 0.68235
H 4.17525 2.46413 0.11602
H 5.82659 2.38358 -0.35733
H 4.59838 6.09184 -1.90875
H 5.27395 5.77352 -0.32906
H 3.06279 5.20614 0.56697
H 2.99774 6.76230 -0.23440
H 1.06091 5.33615 -0.86231
H 2.02114 5.82426 -2.24267
H 2.10646 1.78049 -0.70663
H 0.77208 2.86233 -0.32585
H 2.32118 3.15352 0.40173
H 1.16608 3.98399 -3.67800
H 0.12626 3.46224 -2.37426
H 1.23166 2.30384 -3.11432
H 6.30950 2.92120 -2.56794
H 6.91340 4.21917 -1.53287
H 6.12355 4.61544 -3.04706

Summary:
LUMO energy (spin up / spin down): -4.557 / -4.557 eV
relative energy (zero: lowest compared OMol25 entry of this formula, charge and spin): 119.0 kcal/mol
net charge: +1
gap between HOMO and LUMO (spin up / spin down): 6.0 / 6.6 eV
⟨S²⟩: 2.0089
multiplicity: 3

---

(4)
The following is a DFT calculation (the ωB97M-V functional and the def2-TZVPD basis) of 7 unconnected molecules or ions with the total composition C30H57IN6O7P3.

Atoms and positions in Å:
O -5.01850 3.45842 1.24523
C -4.55501 2.91462 0.28135
O -3.71806 3.59988 -0.54029
C -4.95405 1.49511 -0.09331
C -4.40892 0.92961 -1.41816
C -3.47156 -0.30550 -1.31552
C -2.57120 -0.39241 -0.09538
C -2.99650 -1.06905 1.18621
O -1.79823 -1.00068 1.95178
P -0.97823 0.47566 1.68895
I 0.96709 -0.66662 0.30732
P -2.38724 1.64056 3.08709
P -1.04418 2.60304 4.47848
O -1.56477 2.69943 5.85647
O 0.40634 1.86699 4.48518
O -0.63390 4.07442 3.88411
O -1.86988 0.79329 0.24529
H -2.99894 3.01735 -0.82882
H -6.03947 1.56789 -0.19990
H -4.78117 0.86689 0.77413
H -5.25930 0.63357 -2.03626
H -3.89453 1.69196 -2.00049
H -4.02986 -1.23297 -1.44770
H -2.79745 -0.25238 -2.17544
H -1.78005 -1.08687 -0.43073
H -3.76403 -0.55755 1.78115
H -3.31064 -2.08919 0.96394
H -0.20863 0.16082 2.83503
H -0.23761 1.67533 1.46575
H -2.75035 2.77937 2.33290
H 1.03760 2.43716 4.02485
H -1.26561 4.27993 3.17239
C 4.00133 -4.33013 1.85008
C 5.16784 -3.92676 0.95479
C 4.84916 -2.70118 0.09259
C 3.71144 -2.95995 -0.78920
N 2.79401 -3.15831 -1.44936
H 3.12776 -4.61067 1.26004
H 4.27233 -5.18475 2.47135
H 3.70834 -3.51121 2.50835
H 5.44337 -4.76237 0.30756
H 6.04051 -3.69789 1.56974
H 5.70448 -2.42548 -0.52538
H 4.59523 -1.84569 0.72193
C -0.36350 -8.03102 -1.70483
C 0.79728 -7.18060 -2.20828
C 0.96931 -5.87572 -1.42433
C -0.22469 -5.03104 -1.52360
N -1.16175 -4.37250 -1.60325
H -1.31351 -7.50613 -1.81358
H -0.43306 -8.96286 -2.26792
H -0.23541 -8.28344 -0.65030
H 0.64805 -6.94820 -3.26484
H 1.72593 -7.75045 -2.13575
H 1.81392 -5.30109 -1.80019
H 1.15261 -6.08361 -0.36829
C 1.83274 7.59231 0.83515
C 2.36233 6.22076 1.23642
C 1.63573 5.07140 0.53046
C 0.20824 5.06753 0.85595
N -0.90968 5.06741 1.11249
H 0.78371 7.70671 1.11082
H 2.39391 8.38200 1.33549
H 1.91978 7.74755 -0.24240
H 2.26854 6.09382 2.31636
H 3.42553 6.15389 0.99709
H 2.05069 4.10879 0.83134
H 1.73989 5.15499 -0.55262
C 2.88725 -2.82341 -7.41368
C 2.13539 -2.88530 -6.08890
C 3.00394 -2.50309 -4.88546
C 4.14640 -3.41431 -4.75531
N 5.03795 -4.13514 -4.68658
H 3.71822 -3.53006 -7.43097
H 2.22539 -3.07126 -8.24430
H 3.28881 -1.82335 -7.59031
H 1.73851 -3.89120 -5.94002
H 1.28076 -2.20732 -6.12138
H 2.42677 -2.54867 -3.96012
H 3.38532 -1.48647 -4.99271
C 0.88129 4.08135 7.74466
C 0.13987 4.08606 9.07239
C 0.97869 4.62367 10.23906
C 2.18298 3.81865 10.47246
N 3.12536 3.18818 10.65447
H 1.74967 3.41998 7.77418
H 0.21783 3.72747 6.95695
H 1.22527 5.08581 7.48150
H -0.19814 3.07439 9.30219
H -0.75420 4.70548 8.98396
H 0.39655 4.62829 11.16181
H 1.29377 5.64933 10.03814
C -2.75535 0.90452 -5.31330
C -2.59211 -0.44480 -6.00042
C -3.91629 -1.00179 -6.53582
C -4.88942 -1.22175 -5.45737
N -5.64349 -1.38923 -4.60826
H -3.41052 0.81957 -4.44455
H -1.79313 1.27733 -4.96272
H -3.17995 1.64999 -5.98907
H -2.15928 -1.16274 -5.30137
H -1.89372 -0.35111 -6.83453
H -3.75573 -1.95684 -7.03716
H -4.35815 -0.31331 -7.25794

Summary:
LUMO energy: 1.916 eV
relative energy (zero: lowest compared OMol25 entry of this formula, charge and spin): 0.0 kcal/mol
net charge: -1
gap between HOMO and LUMO: 6.6 eV

---

DFT total energy in Eh, matching the order above: -4330.3478, -3130.2988, -1716.5482, -3354.4273